1.
The following is a DFT calculation (the ωB97M-V functional and the def2-TZVPD basis) of the molecule CH5NO3P2 in a non-equilibrium geometry.

Last column: Mulliken charge in e.
Positions of all 12 atoms, in Å:
N (-0.0367, -0.4857, -0.4868)  -0.217
C (0.1764, 0.7443, 0.3105)  -0.710
P (1.7200, 1.6602, -0.5482)  0.135
O (2.1428, 2.7281, 0.3533)  -0.525
O (2.7268, 0.2919, -0.1769)  -0.156
P (3.2587, -1.3014, 0.0516)  0.392
O (2.0147, -2.1042, 0.0408)  -0.580
H (0.0917, -0.2166, -1.4714)  0.342
H (0.7543, -1.1861, -0.2598)  0.290
H (-0.9506, -0.9230, -0.3457)  0.357
H (-0.6902, 1.4010, 0.2424)  0.361
H (0.3698, 0.5055, 1.3560)  0.311

Output
SMILES string: [NH3+]CP([O-])OP=O
E_tot in eV: -27329.1231
Total charge: 0
Multiplicity: 1
Orbital gap in Ha: 0.2544

---

2.
The following is a DFT calculation (the ωB97M-V functional and the def2-TZVPD basis) of the molecule C5H6N2O in a non-equilibrium geometry.

Last column: Mulliken charge in e.
Positions of all 14 atoms, in Å:
O (-2.3947, -0.0929, -0.0584)  -0.625
C (-1.1392, -0.2201, 0.0265)  0.252
N (-0.3954, -1.3404, -0.2178)  -0.208
C (1.0886, -1.4392, 0.1723)  -0.184
N (1.9503, -0.4362, -0.0052)  -0.529
C (0.9592, 0.6464, -0.3181)  0.168
C (0.3776, 2.1221, -0.1013)  -0.647
C (-0.2041, 0.7786, 0.5172)  0.016
H (-0.9082, -2.2950, -0.0728)  0.322
H (1.5175, -2.3869, 0.2363)  0.416
H (0.5923, 0.4513, -1.3781)  0.277
H (-0.2780, 2.6054, -0.7159)  0.292
H (0.9775, 2.9136, 0.5038)  0.229
H (-0.1201, 0.5634, 1.6749)  0.221

Output
SMILES string: O=C1NC=N[C@@H]2C[C@@H]12
E_tot in eV: -10305.6985
Total charge: 0
Multiplicity: 1
Orbital gap in Ha: 0.3729

---

So what do the calculations give for HOMO level? Going down the list: -7.60; -9.69 eV.